[1]
This record from the OMol25 dataset describes a cluster of 9 separate species, C48H121N7O16 in total. The level of theory is the ωB97M-V functional and the def2-TZVPD basis.

Results
- net charge = -1
- largest force on an atom (eV/A) = 4.5
- frontier orbital gap (spin up / spin down) (eV) = 1.353 / 8.494
- 2S+1 = 2
- molecular weight (g mol⁻¹) = 1052.529

Geometry as XYZ:
```
192
C48H121N7O16 (the ωB97M-V functional and the def2-TZVPD basis)
C 5.9714 -5.6246 -10.1571
O 6.1062 -6.2100 -11.4670
C 5.9074 -5.3018 -12.5418
C 6.3670 -5.9770 -13.7819
N 5.9816 -5.0588 -14.9001
C 6.6849 -5.4569 -16.1804
C 6.3297 -6.8474 -16.6991
O 5.1032 -6.8843 -17.4652
C 5.0064 -8.1949 -18.0243
H 6.5948 -4.7567 -9.9420
H 6.3855 -6.2602 -9.3743
H 4.9015 -5.5161 -9.9793
H 6.4659 -4.3792 -12.3833
H 4.8699 -4.9712 -12.5899
H 5.9042 -6.9636 -13.8060
H 7.4309 -6.2143 -13.7754
H 5.0448 -5.3434 -15.1482
H 7.7696 -5.4037 -16.2737
H 6.3932 -4.7029 -16.9115
H 6.3612 -7.6138 -15.9247
H 7.0899 -7.1346 -17.4255
H 5.8667 -8.5119 -18.6138
H 4.0607 -8.2791 -18.5597
H 4.9336 -8.9622 -17.2536
C 13.6806 -10.5330 -0.3947
O 13.7811 -9.4625 -1.3042
C 12.7215 -9.4203 -2.4099
C 11.2895 -9.2352 -1.7885
N 10.3250 -8.7550 -2.7610
C 10.0195 -9.7270 -3.7538
C 8.8533 -9.3665 -4.7120
O 8.6760 -10.3496 -5.6999
C 7.7731 -9.9308 -6.6386
H 14.5655 -10.5117 0.2414
H 13.5591 -11.5088 -0.8649
H 12.8229 -10.4015 0.2649
H 12.7560 -10.3880 -2.9104
H 13.0203 -8.6856 -3.1576
H 11.2813 -8.4643 -1.0179
H 10.9325 -10.0665 -1.1806
H 9.4308 -8.5114 -2.3595
H 9.7999 -10.7164 -3.3525
H 10.9724 -9.8421 -4.2702
H 9.2428 -8.4413 -5.1369
H 7.9696 -9.1766 -4.1029
H 6.7877 -10.2392 -6.2892
H 8.1195 -10.4147 -7.5518
H 7.7926 -8.8976 -6.9854
C 9.2046 -1.0715 -6.4292
O 8.2441 -1.4031 -7.3511
C 7.2721 -2.2550 -6.9039
C 7.8309 -3.6591 -6.4834
N 8.1973 -4.4807 -7.6357
C 9.3165 -4.0163 -8.4480
C 9.9445 -5.3229 -8.9985
O 10.5916 -6.0792 -7.9283
C 11.1243 -7.3183 -8.3591
H 9.8931 -0.2949 -6.7626
H 9.9363 -1.8455 -6.1975
H 8.6377 -0.7877 -5.5425
H 6.5112 -2.4146 -7.6678
H 6.7859 -1.7820 -6.0507
H 7.0177 -4.1931 -5.9918
H 8.5859 -3.6392 -5.6975
H 8.4969 -5.4189 -7.4117
H 10.1294 -3.5662 -7.8782
H 9.0308 -3.3593 -9.2695
H 10.5325 -5.0390 -9.8713
H 9.1639 -5.8957 -9.4991
H 11.4145 -7.5174 -9.3907
H 10.2949 -8.0246 -8.3247
H 11.8804 -7.6710 -7.6576
C 11.2954 -8.0192 -12.7038
O 10.9344 -9.0256 -13.7481
C 9.8829 -9.8250 -13.4248
C 9.8264 -10.9719 -14.4132
N 9.4293 -10.4944 -15.7360
C 10.0686 -11.2690 -16.8175
C 9.8695 -10.4067 -18.0913
O 10.5078 -9.1144 -18.0478
C 10.0120 -8.3018 -19.1144
H 11.5652 -8.6256 -11.8391
H 10.5035 -7.3648 -12.3394
H 12.0522 -7.3225 -13.0643
H 8.9622 -9.2554 -13.2984
H 10.2155 -10.1839 -12.4508
H 9.1104 -11.6699 -13.9793
H 10.8012 -11.4595 -14.4278
H 9.6387 -9.5584 -16.0524
H 9.7955 -12.3221 -16.8860
H 11.1343 -11.1976 -16.5998
H 8.7967 -10.2303 -18.1692
H 10.1598 -10.9258 -19.0048
H 10.5296 -7.3449 -19.1815
H 8.9441 -8.1033 -19.0224
H 10.1020 -8.8018 -20.0788
C 13.4344 -1.3935 -6.5993
O 13.8077 0.0240 -6.5590
C 14.8663 0.2386 -5.6600
C 14.5571 -0.1688 -4.1628
N 13.3837 0.4330 -3.4998
C 12.5890 -0.4504 -2.6358
C 11.5162 0.2150 -1.8588
O 11.9730 1.0054 -0.7070
C 12.3784 2.3454 -0.9647
H 13.0223 -1.6412 -7.5776
H 12.6629 -1.5496 -5.8454
H 14.3414 -1.9825 -6.4633
H 15.0679 1.2998 -5.8062
H 15.6976 -0.2840 -6.1332
H 15.4234 -0.0096 -3.5208
H 14.4581 -1.2543 -4.1625
H 12.7100 0.6604 -4.2171
H 13.2377 -0.9426 -1.9112
H 12.1794 -1.2493 -3.2541
H 10.7753 -0.5166 -1.5363
H 10.9519 0.8507 -2.5411
H 12.5834 2.8778 -0.0358
H 11.5307 2.6987 -1.5517
H 13.2663 2.5485 -1.5634
C 0.6884 -5.7977 -3.3914
O 1.8298 -5.9243 -2.6376
C 2.1026 -4.8433 -1.6500
C 3.6558 -4.6358 -1.4843
N 4.2850 -3.7338 -2.4742
C 5.4380 -2.9569 -2.0032
C 5.5558 -1.7545 -3.0380
O 4.2617 -1.2258 -3.3703
C 4.4559 -0.2214 -4.3475
H 0.7376 -4.9641 -4.0919
H -0.3475 -5.8064 -3.0524
H 0.8691 -6.6832 -4.0007
H 1.5939 -5.1178 -0.7260
H 1.6036 -3.9330 -1.9826
H 4.2683 -5.5224 -1.6488
H 3.8766 -4.2747 -0.4799
H 3.5926 -3.0164 -2.6358
H 6.3626 -3.4797 -1.7583
H 5.1239 -2.4475 -1.0922
H 6.1447 -2.0276 -3.9137
H 6.0938 -0.8811 -2.6695
H 3.5168 0.2798 -4.5819
H 4.7761 -0.4718 -5.3589
H 5.1828 0.5204 -4.0165
C 11.2967 3.0759 -6.1407
O 11.1861 4.2487 -5.3660
C 11.6875 5.4676 -5.9640
C 10.6045 6.4266 -6.3220
N 9.6816 5.9430 -7.3461
C 10.3282 5.6763 -8.6310
C 9.3189 5.1849 -9.5647
O 9.9812 5.0398 -10.8005
C 9.2406 5.5797 -11.8334
H 10.7996 3.3647 -7.0667
H 10.7827 2.1365 -5.9371
H 12.3466 2.8834 -6.3617
H 12.3503 5.2334 -6.7971
H 12.1845 6.1513 -5.2758
H 11.0415 7.3672 -6.6571
H 9.9636 6.6309 -5.4642
H 9.3922 5.0436 -6.9890
H 11.1899 5.0096 -8.6615
H 10.6652 6.6529 -8.9787
H 8.5048 5.9017 -9.6728
H 8.8530 4.2520 -9.2471
H 9.8226 5.5354 -12.7540
H 8.9231 6.6058 -11.6481
H 8.3723 4.9220 -11.8722
C 3.5449 -4.1818 -5.9239
C 3.8313 -5.6279 -5.4946
C 4.6418 -6.4844 -6.5159
O 4.5188 -5.6916 -4.2431
H 3.0238 -3.8054 -5.0436
H 3.0114 -4.0599 -6.8665
H 4.5696 -3.8127 -5.9653
H 2.8077 -5.9956 -5.4230
H 5.6943 -6.4917 -6.2329
H 4.5187 -6.2270 -7.5679
H 4.4206 -7.5385 -6.3482
H 4.2555 -5.0995 -3.5348
C 10.9784 -0.6459 -12.1430
C 11.6376 -0.3263 -10.8586
C 11.0618 -1.1221 -9.7758
O 13.0766 -0.2358 -10.8857
H 9.8927 -0.5604 -12.0990
H 11.3776 -1.6157 -12.4399
H 11.3063 0.0376 -12.9262
H 11.3046 0.6859 -10.6293
H 11.2912 -2.1803 -9.9008
H 10.0217 -0.8717 -9.5672
H 11.5269 -0.7853 -8.8493
H 13.4312 -0.5723 -10.0595
```


[2]
This record from the OMol25 dataset describes a cluster of 12 separate species, C48H124N4O16 in total. The level of theory is the ωB97M-V functional and the def2-TZVPD basis.

Results
- largest force on an atom (eV/A) = 3.8
- energy relative to the best compared isomer or geometry (same formula, charge and spin) (kJ/mol) = 164.16
- frontier orbital gap (eV) = 8.769
- SMILES = COCCNCCOC.COCCNCCOC.COCCNCCOC.COCCNCCOC.CC(C)O.CC(C)O.CC(C)O.CC(C)O.CC(C)O.CC(C)O.CC(C)O.CC(C)O
- molecular weight (g mol⁻¹) = 1013.532

Geometry as XYZ:
```
192
C48H124N4O16 (the ωB97M-V functional and the def2-TZVPD basis)
C -17.6760 21.0681 20.0282
O -16.2778 20.8119 20.2979
C -15.9852 20.7889 21.7031
C -14.5057 20.6134 22.0225
N -13.7156 21.7117 21.4391
C -12.2868 21.4101 21.3699
C -11.4359 22.5485 20.7180
O -10.0538 22.2963 20.6393
C -9.4107 22.1706 21.8533
H -17.9824 22.0886 20.2579
H -18.3518 20.3735 20.5271
H -17.7450 20.7928 18.9758
H -16.4776 19.9352 22.1687
H -16.3334 21.7133 22.1640
H -14.2196 19.6440 21.6145
H -14.4098 20.6511 23.1076
H -13.9947 21.7546 20.4694
H -12.1632 20.5479 20.7146
H -11.8918 21.1126 22.3413
H -11.6928 23.4942 21.1952
H -11.8031 22.6379 19.6956
H -9.3931 23.1664 22.2963
H -8.3927 21.8176 21.6891
H -9.7855 21.5168 22.6408
C -10.5845 16.7637 15.5346
O -10.7283 16.8999 14.1170
C -10.9287 18.1710 13.5511
C -10.5408 18.1421 12.0728
N -11.4755 17.2430 11.3302
C -10.8158 17.0405 10.0465
C -11.6979 16.0965 9.1916
O -11.6789 14.7915 9.7442
C -12.5507 13.8824 9.0936
H -10.4739 15.7272 15.8532
H -11.5140 17.0060 16.0498
H -9.7466 17.2984 15.9818
H -10.2736 18.9486 13.9438
H -11.9190 18.5832 13.7448
H -9.4803 17.9135 11.9667
H -10.7643 19.0998 11.6027
H -11.5330 16.3770 11.8468
H -9.8661 16.5232 10.1828
H -10.5985 17.9885 9.5544
H -11.2399 16.0217 8.2053
H -12.6679 16.5534 8.9954
H -12.1542 12.8944 9.3277
H -12.6063 14.0202 8.0138
H -13.5458 14.0312 9.5128
C -19.1376 8.6905 17.7015
O -18.2359 9.8111 17.7024
C -18.4756 10.7131 18.7456
C -17.6611 11.9959 18.6370
N -16.2040 11.8153 18.7856
C -15.4232 13.0092 18.4456
C -13.9330 12.9903 18.9446
O -13.2270 12.0817 18.1246
C -11.7817 12.0578 18.4209
H -19.1057 8.0474 18.5810
H -18.8645 8.1092 16.8207
H -20.1398 9.1150 17.6440
H -18.2946 10.2335 19.7076
H -19.5119 11.0510 18.7338
H -17.9616 12.6729 19.4367
H -17.8177 12.4778 17.6719
H -16.0419 11.1893 18.0097
H -15.9370 13.9440 18.6698
H -15.3976 12.9912 17.3561
H -13.7971 12.6225 19.9617
H -13.4546 13.9697 18.9603
H -11.4857 11.6359 19.3813
H -11.3322 13.0387 18.2666
H -11.2783 11.4440 17.6740
C -22.7567 14.2005 15.2010
O -22.0279 14.7954 16.2192
C -20.6416 14.5241 16.1875
C -20.0238 15.4739 17.2433
N -20.3960 15.0919 18.6333
C -20.1096 16.1351 19.6073
C -18.6339 16.5202 19.7029
O -18.2005 17.4952 18.7413
C -16.8803 17.9295 19.0345
H -23.6722 14.7566 14.9989
H -22.8801 13.1358 15.3991
H -22.2169 14.3844 14.2721
H -20.2826 14.6634 15.1678
H -20.5085 13.4672 16.4183
H -20.3977 16.4663 16.9915
H -18.9370 15.5312 17.1821
H -21.2949 14.6375 18.7081
H -20.3812 15.8417 20.6213
H -20.6866 17.0231 19.3492
H -17.9963 15.6438 19.8189
H -18.5636 17.1522 20.5882
H -16.8446 18.3200 20.0516
H -16.4946 18.6854 18.3504
H -16.1399 17.1550 18.8344
C -14.1791 18.8358 15.9685
C -14.6434 17.7532 15.0725
C -15.3728 16.5603 15.8495
O -15.5975 18.1622 14.0936
H -14.9926 19.2375 16.5726
H -13.7747 19.6450 15.3604
H -13.4143 18.4808 16.6592
H -13.7399 17.3393 14.6247
H -14.8128 16.2248 16.7223
H -15.4756 15.7395 15.1398
H -16.3735 16.7454 16.2400
H -15.0933 18.6117 13.4114
C -6.7536 15.4816 21.8686
C -6.3799 16.4438 20.7470
C -4.8482 16.7533 20.7758
O -6.6813 15.8839 19.4855
H -6.1957 14.5463 21.8231
H -7.8269 15.2918 21.8783
H -6.5473 15.9300 22.8404
H -6.9559 17.3683 20.7070
H -4.2089 15.9335 20.4479
H -4.6112 17.2296 21.7272
H -4.5689 17.5888 20.1339
H -6.5281 16.5409 18.8025
C -7.8346 19.2240 18.6874
C -6.8992 18.9594 17.4804
C -5.8321 20.0558 17.4101
O -6.3175 17.6681 17.5889
H -8.7231 18.5926 18.7015
H -8.2375 20.2349 18.6267
H -7.2966 19.1493 19.6325
H -7.5628 18.9098 16.6171
H -5.2850 20.1710 18.3458
H -6.2679 20.9906 17.0576
H -5.1072 19.6863 16.6848
H -5.7797 17.5135 16.8089
C -15.8539 14.2292 22.2988
C -15.2099 15.4060 21.6040
C -15.3403 16.7205 22.3308
O -13.8367 15.0669 21.6051
H -15.4610 13.2409 22.0604
H -16.9125 14.1659 22.0471
H -15.7245 14.2826 23.3797
H -15.5257 15.4915 20.5642
H -14.6753 17.4714 21.9042
H -14.9146 16.6922 23.3338
H -16.3943 16.9958 22.2949
H -13.6438 14.8150 22.5111
C -9.2819 17.4594 24.7598
C -9.4918 18.5951 23.7635
C -8.5926 18.4226 22.4870
O -10.7554 18.5538 23.3430
H -9.9073 17.5577 25.6470
H -8.2304 17.5390 25.0357
H -9.4611 16.4605 24.3621
H -9.2325 19.5248 24.2701
H -8.7300 19.2433 21.7830
H -8.8262 17.5045 21.9479
H -7.5343 18.4694 22.7436
H -10.8875 17.8368 22.7184
C -10.8544 14.0958 25.3494
C -11.4990 14.2901 23.9941
C -11.1434 13.3122 22.8754
O -12.8690 14.1781 24.1421
H -11.0271 13.0745 25.6888
H -11.2626 14.8108 26.0637
H -9.7738 14.2032 25.2554
H -11.3639 15.3369 23.7219
H -11.5423 12.2982 22.9066
H -10.0605 13.1917 22.8447
H -11.4330 13.7328 21.9124
H -13.1354 13.4726 24.7361
C -6.6369 11.4938 17.1693
C -6.8360 12.9127 17.6036
C -8.1057 13.5691 17.1354
O -6.8104 13.0115 18.9700
H -7.4294 10.7875 17.4167
H -5.7164 11.0295 17.5232
H -6.5424 11.5578 16.0853
H -6.0680 13.5945 17.2384
H -8.1073 14.6491 17.2820
H -8.9641 13.1029 17.6190
H -8.2904 13.4557 16.0671
H -6.8290 13.9701 19.0198
C -10.6480 15.8223 19.6057
C -11.3588 17.1373 19.9429
C -12.4938 17.5875 19.0120
O -11.9682 17.0963 21.2061
H -10.3086 15.7665 18.5714
H -11.2629 14.9542 19.8429
H -9.7878 15.6573 20.2544
H -10.5849 17.9049 19.9413
H -13.2019 16.7842 18.8085
H -11.9942 17.8295 18.0740
H -13.0636 18.4726 19.2951
H -12.6319 16.4028 21.2173
```